DFT (ωB97M-V/def2-TZVPD) results for a molecular structure, C19H37Br12Cl2N3O2P at a distorted geometry.

Structure (XYZ):
```
76
Properties=species:S:1:pos:R:3:forces:R:3:mulliken_charge:R:1
C 2.873 0.034 -0.617 -0.3 0.3 1.0 -1.07
C 1.794 1.154 -0.463 0.3 1.1 0.8 -0.03
N 0.470 0.984 -0.935 1.8 3.9 1.8 0.32
C -0.206 2.139 -0.592 0.5 0.8 -0.5 -0.92
N 0.572 3.057 0.054 0.3 -2.6 -1.5 0.62
C -0.002 4.332 0.509 -0.5 0.7 -0.1 -0.52
Cl -0.687 4.211 2.204 0.5 -0.2 -1.2 -0.07
C 0.924 5.600 0.324 -1.4 1.3 0.0 0.22
C -0.033 6.811 -0.102 1.1 -0.5 0.8 -1.32
Cl 1.704 6.150 1.884 -0.1 -0.6 -1.2 -0.09
C 1.882 2.479 0.171 -1.2 -1.3 -0.5 0.33
P 3.369 3.228 0.992 3.9 -1.7 0.8 0.76
N 4.532 2.164 0.861 -0.9 0.9 -0.5 -0.57
O 3.152 3.439 2.628 -1.0 0.4 -2.2 -0.52
O 3.926 4.615 0.252 -2.0 -1.0 0.9 -0.49
H 3.408 -0.003 0.375 -0.3 0.2 -1.2 0.38
H 2.407 -0.981 -0.747 0.2 1.1 -0.2 0.32
H 3.636 0.236 -1.418 -0.9 -0.1 0.8 0.22
H 0.078 0.163 -1.403 0.2 0.5 0.3 0.11
H -1.264 2.429 -0.774 1.0 -0.8 -0.3 0.46
H -0.907 4.513 -0.140 1.0 -0.3 0.7 0.35
H 1.657 5.488 -0.510 -0.3 -0.3 1.0 0.19
H -0.838 6.891 0.671 0.5 -0.1 -0.9 0.33
H -0.407 6.645 -1.144 0.2 0.3 1.0 0.38
H 0.603 7.733 -0.010 -0.8 -0.8 -0.4 0.42
H 5.294 2.629 0.338 -0.3 -0.6 0.4 0.12
H 3.645 2.719 3.078 0.0 0.4 -0.6 0.34
H 3.707 4.613 -0.699 0.2 -0.1 0.4 0.38
Br -1.031 0.563 1.120 -1.7 -1.4 3.1 0.05
C -0.027 -0.477 2.436 0.2 -0.2 0.1 -0.53
C -0.582 -1.872 2.569 -0.1 -0.1 0.3 -0.69
Br -2.227 -1.882 3.608 0.0 0.0 -0.2 -0.15
H -0.046 0.087 3.366 -0.1 -0.1 -0.1 0.46
H 0.995 -0.505 2.054 -0.1 0.0 0.0 0.27
H 0.110 -2.507 3.123 0.0 0.1 -0.1 0.45
H -0.809 -2.339 1.612 0.1 0.1 0.1 0.33
Br -1.850 -7.500 7.518 0.1 0.1 0.0 -0.13
C -1.888 -5.613 7.040 -0.2 -0.2 0.2 -0.64
C -2.121 -5.425 5.563 0.1 0.2 -0.1 -0.24
Br -0.506 -5.794 4.537 -0.1 0.0 0.0 -0.14
H -0.952 -5.179 7.386 -0.1 0.0 -0.1 0.38
H -2.713 -5.191 7.614 0.0 0.0 -0.1 0.35
H -2.366 -4.386 5.343 0.0 -0.1 0.1 0.02
H -2.903 -6.069 5.166 0.1 0.0 0.1 0.39
Br 1.355 1.461 -3.273 0.3 0.3 -2.2 -0.01
C 0.666 1.546 -5.089 0.5 0.1 -0.3 -0.63
C -0.482 2.510 -5.173 -0.4 -0.1 -0.1 -0.62
Br -2.118 1.735 -4.426 0.2 0.1 0.1 -0.13
H 0.397 0.532 -5.379 0.0 0.1 0.1 0.42
H 1.504 1.882 -5.700 -0.1 0.0 0.0 0.35
H -0.722 2.729 -6.213 0.0 -0.1 0.1 0.39
H -0.301 3.443 -4.643 0.0 -0.1 0.0 0.36
Br 6.742 -0.309 -2.091 0.0 0.0 -0.1 -0.13
C 8.132 -0.389 -0.730 -0.2 -0.3 0.0 -0.57
C 7.862 0.621 0.346 0.2 0.2 0.3 -0.49
Br 8.313 2.417 -0.242 -0.1 0.1 0.0 -0.13
H 9.085 -0.250 -1.236 -0.1 0.1 0.1 0.39
H 8.088 -1.401 -0.328 0.0 0.1 0.0 0.35
H 8.493 0.438 1.216 0.0 0.0 -0.1 0.35
H 6.819 0.644 0.658 0.1 0.0 -0.1 0.26
Br -6.126 -1.451 -2.206 0.1 -0.1 0.0 -0.16
C -4.735 -1.352 -0.848 -0.3 0.1 0.0 -0.57
C -3.448 -0.820 -1.422 0.2 -0.1 0.1 0.30
Br -2.514 -2.168 -2.472 0.1 0.1 0.0 -0.11
H -4.637 -2.348 -0.421 0.1 0.1 -0.1 0.38
H -5.126 -0.673 -0.090 0.1 0.0 0.0 0.38
H -2.760 -0.560 -0.617 -0.2 -0.1 0.0 -0.48
H -3.590 0.039 -2.075 -0.1 -0.1 0.1 0.27
Br -5.605 -5.772 -1.216 0.1 0.0 -0.1 -0.14
C -6.639 -5.400 -2.826 -0.1 0.2 0.2 -0.35
C -7.864 -6.274 -2.905 0.0 -0.2 -0.3 -0.59
Br -7.408 -8.087 -3.450 0.0 0.0 0.1 -0.13
H -5.966 -5.525 -3.671 -0.1 -0.1 0.1 0.38
H -6.921 -4.350 -2.744 0.0 -0.1 0.0 0.09
H -8.544 -5.908 -3.673 0.1 0.0 0.0 0.35
H -8.397 -6.351 -1.960 0.1 0.1 0.0 0.38
```
Forces are in eV/Å.

DFT total energy, eV: -903704.9846
Total charge: +1
LUMO level, eV: -3.58
HOMO-LUMO gap, eV: 7.755

***

DFT (ωB97M-V/def2-TZVPD) results for 3 unconnected molecules or ions with the total composition C6H13NO at a distorted geometry.

Structure (XYZ):
```
21
Properties=species:S:1:pos:R:3:forces:R:3:mulliken_charge:R:1
C -1.843 -0.027 -2.350 -1.4 0.3 -1.0 -0.90
C -3.128 0.687 -1.908 1.0 -0.6 0.7 0.24
N -4.285 0.077 -2.055 0.8 2.9 -0.9 -0.73
C 1.713 0.161 4.166 0.4 -0.7 0.3 -0.91
C 2.010 0.069 0.433 1.0 -0.4 0.4 -0.95
C 2.514 0.315 1.831 -1.9 0.5 -0.5 -0.43
C 1.752 -0.251 2.863 0.7 0.3 0.3 0.16
H -1.465 0.330 -3.314 0.1 0.4 0.1 0.29
H -2.266 -1.007 -2.561 0.7 -0.4 0.2 0.37
H -3.977 0.263 -3.079 -1.0 -2.3 -0.1 0.26
H -2.982 1.687 -1.462 -0.2 -0.3 0.9 0.31
H 2.296 0.984 4.562 0.0 0.1 -0.2 0.31
H 1.308 -0.540 4.887 -0.4 0.3 0.2 0.25
H 1.687 -0.958 0.273 -0.2 0.1 0.0 0.34
H 1.152 0.716 0.244 0.0 0.0 -0.2 0.20
H 2.743 0.228 -0.352 0.0 0.2 -0.1 0.39
H 2.980 1.280 2.022 0.5 -0.2 0.2 0.28
H 1.124 -1.095 2.603 0.1 -0.2 -0.1 0.28
H 1.022 -1.225 -2.778 0.0 0.0 0.0 0.09
H -0.967 -0.049 -1.686 0.0 -0.1 0.1 0.15
O 1.120 -0.788 -1.925 -0.2 -0.1 -0.2 -1.01
```
Forces are in eV/Å.

Spin multiplicity: 2
Relative energy (zero: lowest compared OMol25 entry of this formula, charge and spin), kcal/mol: 106.53
DFT total energy, eV: -9964.9092
Total charge: -1
LUMO level (alpha / beta), eV: 3.62 / 2.92
HOMO-LUMO gap (alpha / beta), eV: 6.583 / 5.866

***

DFT (ωB97M-V/def2-TZVPD) results for 4 unconnected molecules or ions with the total composition C19H34N4O5 at a distorted geometry.

Structure (XYZ):
```
62
Properties=species:S:1:pos:R:3:forces:R:3:mulliken_charge:R:1
C 0.867 1.939 1.970 -0.7 0.8 0.5 -0.69
C 1.096 2.958 0.736 0.2 -1.3 -0.7 0.31
O 1.829 4.164 1.086 -2.2 0.5 1.1 -0.39
C 1.002 5.074 1.858 1.9 -0.3 1.6 -0.15
O 0.404 6.131 1.061 -2.6 -1.6 0.6 -0.28
C -0.857 5.757 0.519 0.8 -1.1 -5.8 0.58
O -0.901 5.558 -0.726 -0.3 1.2 5.9 -0.42
O -2.078 5.655 1.308 2.3 1.6 -1.2 -0.30
N -2.202 4.402 1.837 -2.2 -3.2 1.8 0.51
C -2.364 4.416 3.323 1.1 1.4 1.0 -1.07
C -3.212 3.584 1.143 0.0 0.2 -5.0 0.52
C -4.295 2.628 1.827 0.0 0.2 -0.1 -1.02
O -3.192 3.617 -0.130 -0.2 0.0 5.1 -0.55
H 0.741 0.849 1.622 0.2 1.8 0.5 0.25
H 1.697 2.014 2.774 -1.1 -0.1 -1.6 0.27
H -0.106 2.272 2.509 1.5 -0.8 -0.8 0.00
H 0.121 3.213 0.174 1.6 -0.3 1.3 0.09
H 1.744 2.387 -0.027 -0.8 1.2 1.2 0.09
H 0.243 4.533 2.528 0.9 0.7 -1.4 0.14
H 1.735 5.601 2.584 -1.2 -0.6 -1.4 0.29
H -3.445 4.423 3.693 1.5 -0.3 -0.6 0.36
H -1.901 5.415 3.686 -0.8 -1.7 -0.6 0.33
H -1.715 3.588 3.794 -1.3 1.1 -0.7 0.27
H -5.091 2.409 1.020 1.6 0.4 1.1 0.29
H -3.791 1.636 2.107 -0.8 1.5 -0.1 0.24
H -4.868 3.109 2.700 1.2 -0.8 -1.1 0.33
C 1.432 -1.692 -1.623 0.0 0.0 -0.2 -0.98
C 1.069 -0.970 -2.917 0.1 -0.4 0.1 -0.17
C 1.194 0.550 -2.804 -0.7 0.1 0.5 -0.55
C 0.264 1.059 -1.738 -1.9 1.2 2.0 0.23
N -0.467 1.460 -0.898 2.2 -2.0 -3.3 -0.51
H 0.759 -1.420 -0.807 0.1 0.0 0.0 0.36
H 1.357 -2.774 -1.758 0.0 0.1 0.1 0.31
H 2.457 -1.458 -1.318 -0.1 0.0 0.0 0.27
H 0.046 -1.239 -3.198 0.1 0.1 -0.1 -0.11
H 1.725 -1.324 -3.718 -0.1 0.2 0.0 0.38
H 0.937 1.021 -3.756 0.0 0.1 0.2 0.40
H 2.219 0.834 -2.551 -0.1 0.1 0.1 0.30
C 3.789 -5.696 0.301 0.0 -0.1 0.0 -1.13
C 4.593 -4.436 -0.004 -0.1 -0.3 -0.2 -0.37
C 4.447 -3.360 1.074 -0.8 0.1 -0.2 -0.38
C 3.007 -2.947 1.191 -2.8 1.0 0.5 0.28
N 1.872 -2.623 1.283 3.9 -1.2 -0.2 -0.51
H 2.716 -5.490 0.342 0.1 0.0 0.0 0.32
H 3.946 -6.445 -0.479 0.0 0.0 0.1 0.33
H 4.093 -6.132 1.258 0.0 0.0 -0.1 0.32
H 4.272 -4.037 -0.972 0.1 0.1 0.1 0.25
H 5.649 -4.703 -0.101 0.0 0.2 0.0 0.32
H 5.050 -2.486 0.817 -0.2 0.0 0.1 0.28
H 4.791 -3.737 2.042 -0.1 0.1 0.0 0.35
C -2.690 -2.217 -2.970 0.0 0.1 0.0 -0.92
C -3.485 -3.348 -2.327 0.0 0.2 -0.3 -0.51
C -2.851 -3.860 -1.031 0.7 -0.3 -0.4 -0.36
C -1.474 -4.394 -1.310 2.8 -1.1 -0.2 0.29
N -0.389 -4.813 -1.529 -3.8 1.4 0.7 -0.51
H -1.689 -2.545 -3.262 -0.1 0.0 0.1 0.17
H -3.193 -1.865 -3.874 0.0 0.0 0.1 0.36
H -2.589 -1.370 -2.285 0.0 0.0 -0.1 0.29
H -3.575 -4.170 -3.045 0.0 0.0 0.2 0.31
H -4.498 -2.995 -2.114 0.1 -0.1 0.1 0.32
H -3.464 -4.658 -0.603 0.2 0.0 0.0 0.31
H -2.781 -3.055 -0.294 0.1 -0.1 -0.1 0.27
```
Forces are in eV/Å.

DFT total energy, eV: -36446.4143
Total charge: 0
LUMO level, eV: 0.62
HOMO-LUMO gap, eV: 10.291

***

DFT (ωB97M-V/def2-TZVPD) results for 8 unconnected molecules or ions with the total composition C8H29N14O10 at a distorted geometry.

Structure (XYZ):
```
61
Properties=species:S:1:pos:R:3:forces:R:3:mulliken_charge:R:1
O -1.655 0.339 -0.558 0.5 -0.3 1.8 -0.19
C -0.470 -0.013 0.071 0.9 -2.6 -0.1 0.50
O -0.486 0.115 1.313 0.0 1.2 0.1 -0.99
O 0.397 -0.630 -0.587 -0.4 1.0 -0.6 -0.53
H -2.077 0.575 0.290 -1.1 0.6 -0.7 0.18
C 2.907 -3.349 1.186 -0.1 2.9 -2.4 0.48
O 3.832 -2.562 1.003 0.0 -0.8 0.8 -0.61
N 2.979 -4.535 1.796 0.7 -1.4 1.1 -0.44
N 1.661 -3.090 0.679 -0.3 -1.0 0.5 -0.09
H 3.921 -4.871 1.920 -0.2 -0.1 0.1 0.27
H 2.263 -5.201 1.572 0.2 -0.3 0.2 0.18
H 1.015 -3.839 0.851 -0.6 0.5 -0.3 0.16
H 1.405 -2.327 0.068 0.3 0.1 0.4 0.11
C -0.574 1.256 -3.908 0.3 1.2 -0.5 0.41
O -0.346 1.985 -4.876 -0.2 -0.4 0.2 -0.73
N -1.375 1.584 -2.881 -0.4 -0.3 0.5 -0.24
N -0.018 0.027 -3.784 0.1 -0.5 -1.0 -0.31
H -1.378 0.921 -2.106 -0.3 1.0 -0.5 0.23
H -1.525 2.558 -2.680 0.0 -0.1 -0.1 0.22
H 0.455 -0.216 -4.638 0.4 -0.5 0.5 0.20
H 0.066 -0.445 -2.898 0.2 -0.1 -0.1 0.20
C 0.258 4.817 -1.020 -1.6 0.8 2.3 0.59
O -0.524 5.662 -0.572 0.5 0.2 -1.0 -0.70
N 1.394 5.091 -1.672 0.7 0.4 -0.5 -0.38
N 0.046 3.520 -0.707 0.4 -1.1 -0.6 -0.14
H 1.893 4.376 -2.171 0.1 0.2 -0.1 0.21
H 1.601 6.066 -1.793 0.1 -0.1 -0.2 0.22
H 0.839 2.899 -0.718 -0.3 -0.2 0.1 0.04
H -0.762 3.312 -0.149 0.1 0.0 0.1 0.13
C -1.362 -3.290 2.473 -0.8 -0.3 1.9 0.59
O -1.445 -4.234 3.268 0.3 -0.2 -1.0 -0.74
N -1.176 -2.041 2.919 0.1 0.7 0.2 -0.26
N -1.573 -3.359 1.140 0.0 -0.4 -1.2 -0.31
H -0.975 -1.950 3.898 0.0 0.1 -0.1 0.17
H -1.184 -1.238 2.298 0.4 -0.1 0.4 0.26
H -1.876 -4.210 0.703 0.1 0.0 0.2 0.18
H -1.461 -2.541 0.568 0.0 -0.1 -0.1 0.13
C -5.249 0.151 -0.277 0.7 0.3 0.9 0.63
O -4.791 1.247 0.020 -0.2 -0.1 -0.4 -0.63
N -6.538 -0.204 -0.074 -0.6 0.4 0.1 -0.42
N -4.499 -0.874 -0.730 0.8 -0.8 -0.7 -0.32
H -7.123 0.490 0.358 -0.2 -0.3 -0.1 0.23
H -6.870 -1.106 -0.353 -0.3 0.1 0.1 0.15
H -4.848 -1.815 -0.745 0.0 0.0 -0.1 0.18
H -3.531 -0.741 -0.975 -0.1 0.2 0.1 0.20
C 1.815 2.207 3.273 -0.2 1.1 -0.3 0.47
O 2.625 2.756 4.011 -0.4 -0.6 0.1 -0.71
N 2.093 1.761 2.030 1.7 0.5 -0.1 -0.18
N 0.490 2.087 3.429 -2.1 0.2 1.9 -0.29
H 3.099 1.813 1.942 -0.2 -0.8 -1.0 0.18
H 1.407 1.127 1.651 0.8 -0.5 -0.5 0.06
H 0.033 2.270 4.306 0.3 0.1 0.0 0.19
H -0.096 1.728 2.693 0.1 -0.2 0.1 0.24
C 3.943 -0.621 -1.482 2.0 2.3 -1.3 0.38
O 5.104 -0.550 -1.908 -0.6 -1.1 0.4 -0.73
N 2.896 -1.053 -2.218 -0.6 -0.9 -0.1 -0.17
N 3.554 0.082 -0.403 -1.2 0.5 1.1 -0.10
H 3.067 -1.431 -3.130 0.0 -0.1 0.1 0.16
H 1.990 -1.097 -1.777 0.0 -0.1 -0.4 0.23
H 2.567 0.138 -0.211 0.1 -0.2 0.2 0.17
H 4.174 0.474 0.278 0.4 -0.4 -0.2 0.09
```
Forces are in eV/Å.

Relative energy (zero: lowest compared OMol25 entry of this formula, charge and spin), kcal/mol: 35.45
DFT total energy, eV: -50113.2581
Total charge: -1
LUMO level, eV: 2.05
HOMO-LUMO gap, eV: 8.918